{"formula": "C5H9CsLiO4", "method": "ωB97M-V/def2-TZVPD", "elements": ["C", "C", "O", "Li", "H", "H", "H", "H", "H", "O", "C", "C", "O", "O", "C", "Cs", "H", "H", "H", "H"], "coordinates": [[-0.134, 1.754, 2.641], [0.282, 2.091, 1.218], [1.133, 1.109, 0.687], [2.641, 0.076, 1.160], [-0.864, 2.487, 3.014], [-0.576, 0.748, 2.678], [0.734, 1.749, 3.317], [0.789, 3.072, 1.190], [-0.609, 2.191, 0.573], [0.229, 0.049, -1.384], [0.566, -0.434, -0.137], [-1.058, -0.430, -1.776], [1.688, -1.083, 0.039], [-0.092, -2.448, -1.240], [-0.847, -1.869, -2.255], [1.446, -4.622, -0.624], [-1.429, 0.207, -2.591], [-1.717, -0.510, -0.894], [-0.325, -1.828, -3.234], [-1.857, -2.310, -2.381]], "mulliken_charge": [-1.0244, -0.2626, -0.5866, 0.8545, 0.3750, 0.2531, 0.2076, 0.3043, 0.2144, -0.2405, 0.4168, -0.5494, -0.8712, -0.7966, -0.3883, 0.9541, 0.3255, 0.3403, 0.2204, 0.2536], "multiplicity": 2, "max_force_ha_per_bohr": 0.072, "gap_ev": [5.5, 6.0], "homo_energy_ev": [-6.07, -6.56], "s2": 0.753, "de_lowest_kj_mol": 0.0, "molar_mass_g_mol": 272.97}